Entry 1:
This record from OMol25 describes a structure of composition C12H15F10N2SbZn at a distorted geometry. The level of theory is the ωB97M-V functional and the def2-TZVPD basis.

Frontier orbital gap (alpha / beta) = 0.319 / 0.256 Ha
E_HOMO (alpha / beta) = -0.4744 / -0.4876 Ha
LUMO (alpha / beta) = -4.24 / -6.31 eV
Expectation value of S² = 0.79

```
! wB97M-V def2-TZVPD RIJCOSX def2/J DEFGRID3
* xyz 1 2
Zn 0.5812 -0.3878 -0.1494
C -2.9390 -2.7567 0.8360
C -1.5497 -2.2979 0.4099
N -1.3648 -0.8221 0.2884
C -2.3421 -0.2173 -0.6495
C -2.2393 -0.7816 -2.0549
C -1.4824 -0.1513 1.5975
C -0.2690 -0.3858 2.5211
N 0.8816 -0.7173 1.7633
C 2.1138 -0.8791 2.2275
C 3.0571 -1.4308 1.3097
F 2.5552 -1.7758 0.1018
C 4.3874 -1.5915 1.6303
F 5.2322 -2.1207 0.7675
C 4.8502 -1.1930 2.8870
C 3.9632 -0.6446 3.8085
F 4.4179 -0.2639 4.9898
C 2.6105 -0.5190 3.5165
F 1.7666 -0.0074 4.4096
H -2.9277 -3.8386 0.9287
H -3.6963 -2.5025 0.1005
H -3.2309 -2.3445 1.7963
H -1.3070 -2.7390 -0.5578
H -0.8098 -2.6632 1.1248
H -2.1415 0.8564 -0.6778
H -3.3489 -0.3678 -0.2509
H -1.2181 -0.7244 -2.4317
H -2.8660 -0.1875 -2.7156
H -2.5704 -1.8154 -2.1047
H -2.3935 -0.4675 2.1115
H -1.5615 0.9213 1.4029
H -0.4704 -1.1933 3.2428
H -0.1107 0.5161 3.1293
H 5.8961 -1.3034 3.1349
F 0.9830 0.3398 -1.9308
Sb 1.6580 2.1959 -1.3047
F 2.5108 0.9410 -0.0372
F 0.3048 2.9840 -2.3464
F 2.2330 3.6256 -0.2593
F 0.1770 1.7751 -0.0050
F 3.0587 2.0479 -2.5219
*
```



Entry 2:
This record from OMol25 describes a cluster of 5 separate species, C9H16O11 in total at a distorted geometry. The level of theory is the ωB97M-V functional and the def2-TZVPD basis.

Frontier orbital gap = 0.396 Ha
Relative energy (zero: lowest compared OMol25 entry of this formula, charge and spin) = 146.3 kJ/mol
E_HOMO = -0.3946 Ha
LUMO = 0.03 eV

```
! wB97M-V def2-TZVPD RIJCOSX def2/J DEFGRID3
* xyz 0 1
O -22.3667 11.4748 -21.4529
C -22.2499 10.5889 -22.2636
O -22.3425 10.6735 -23.6256
C -21.9913 9.4781 -24.2486
C -22.2286 8.4242 -23.0970
O -22.1851 9.2796 -21.9922
H -22.6380 9.2973 -25.1071
H -20.9698 9.5982 -24.6095
H -21.2919 7.8669 -23.0909
H -23.1116 7.7905 -23.1806
O -29.7829 14.9844 -22.9187
C -29.0280 14.0896 -22.6329
O -28.5952 13.7406 -21.4807
C -27.4648 12.8899 -21.6213
C -27.7542 12.3166 -22.9621
O -28.4050 13.3807 -23.6080
H -26.5444 13.4721 -21.6667
H -27.3379 12.1672 -20.8153
H -28.5025 11.5429 -22.7904
H -26.9633 12.1245 -23.6872
O -18.7935 13.5033 -26.3460
C -19.8563 13.5441 -26.9596
O -20.4558 12.4351 -27.5201
C -21.5560 12.8981 -28.2990
C -21.7994 14.3451 -27.7363
O -20.5332 14.6579 -27.1766
H -21.3929 12.9216 -29.3765
H -22.4630 12.3234 -28.1111
H -22.6570 14.4849 -27.0782
H -22.0955 15.0699 -28.4947
O -19.0849 5.3419 -26.3053
H -18.7533 5.4580 -27.1957
H -18.2990 5.2896 -25.7614
O -26.1436 6.2218 -26.2428
H -25.3033 6.0463 -26.6663
H -26.7268 6.4697 -26.9602
*
```



Entry 3:
This record from OMol25 describes a structure of composition C28H40CuNO2 at a distorted geometry. The level of theory is the ωB97M-V functional and the def2-TZVPD basis.

Frontier orbital gap (alpha / beta) = 0.215 / 0.204 Ha
E_HOMO (alpha / beta) = -0.1179 / -0.1066 Ha
LUMO (alpha / beta) = 2.65 / 2.65 eV
Expectation value of S² = 0.77

```
! wB97M-V def2-TZVPD RIJCOSX def2/J DEFGRID3
* xyz -1 2
O -2.7764 1.2594 -1.1902
C -3.2124 0.8965 -2.5916
C -4.6803 1.0573 -2.2899
H -3.0318 -0.1452 -2.9217
H -2.7825 1.6225 -3.2989
C -4.1840 1.6618 -0.9533
H -5.1581 0.0811 -2.1682
H -5.1737 1.7257 -2.9940
C -4.8156 1.0900 0.2876
H -4.8889 0.0054 0.2558
H -5.8512 1.4698 0.3500
H -4.2983 1.4265 1.1901
C -4.3429 3.1740 -0.9960
H -3.9739 3.5673 -1.9496
H -3.8002 3.6499 -0.1766
H -5.4062 3.4398 -0.9136
Cu 0.2591 0.5985 0.2430
C 2.7806 2.0881 -0.5821
C 2.5593 0.8495 -1.2391
C 1.1754 0.7739 -1.6086
H 3.3185 0.1000 -1.4750
C 0.5411 2.0119 -1.1822
C 1.5474 2.7892 -0.5213
H 1.4035 3.7867 -0.0981
H 3.7382 2.4752 -0.2413
H 0.7256 0.0427 -2.2863
H -0.4561 2.3088 -1.5018
C 0.8840 1.8815 2.7524
C -0.0899 2.6181 2.0337
C -1.0824 1.7077 1.5354
H -0.1140 3.7011 1.9017
C -0.7058 0.3751 1.9942
C 0.5336 0.5029 2.7033
H 1.0875 -0.3155 3.1595
H 1.7371 2.3064 3.2869
H -2.0113 1.9410 1.0209
H -1.3553 -0.5071 1.9743
O -3.8842 -2.0403 -0.7605
C -2.6182 -1.4725 -0.3566
C -1.6535 -1.5160 -1.5453
H -2.2139 -2.0489 0.5035
H -2.7883 -0.4534 0.0168
C -2.1691 -2.6780 -2.3965
H -0.6058 -1.5767 -1.2780
H -1.6551 -0.5758 -2.0903
C -3.5407 -3.0571 -1.7577
H -1.5003 -3.5563 -2.3237
H -2.2192 -2.3825 -3.4622
H -3.3500 -4.0032 -1.2219
H -4.3884 -3.1302 -2.4567
C 5.6094 -0.7689 3.0563
N 4.9655 -0.3856 1.8213
C 5.7873 0.4599 0.9956
C 3.5059 -0.2071 1.8029
C 2.8442 -1.2980 1.0089
C 3.6163 -2.4412 0.6537
C 3.0282 -3.6105 0.1704
C 1.6303 -3.6234 0.0261
C 0.8878 -2.4472 0.2375
C 1.5154 -1.2719 0.6029
H 6.6300 -1.1085 2.8104
H 5.0620 -1.5889 3.5378
H 5.6946 0.0820 3.7603
H 5.4248 0.4650 -0.0413
H 5.8097 1.4997 1.3765
H 6.8136 0.0541 1.0230
H 3.1565 -0.2148 2.8445
H 3.2541 0.7836 1.4021
H 4.7084 -2.3580 0.7850
H 3.6385 -4.4886 -0.0676
H 1.0862 -4.5327 -0.2864
H -0.1816 -2.5257 0.0997
*
```